1.
{"formula": "C4H11NO", "method": "ωB97M-V/def2-TZVPD", "species": ["C", "N", "C", "H", "H", "H", "H", "H", "H", "H", "C", "C", "O", "H", "H", "H", "H"], "coordinates": [[2.65, 1.80, 0.78], [1.32, 2.10, 0.36], [1.03, 3.38, -0.25], [3.41, 2.13, 0.07], [2.82, 2.32, 1.74], [2.74, 0.73, 0.95], [0.70, 1.80, 1.13], [1.19, 3.28, -1.33], [1.71, 4.11, 0.16], [-0.02, 3.64, -0.08], [-2.26, -3.35, -1.14], [-1.77, -2.26, -0.59], [-1.29, -2.20, 0.72], [-2.54, -3.45, -2.18], [-2.39, -4.25, -0.54], [-1.44, -1.32, -1.01], [-1.52, -3.03, 1.19]], "multiplicity": 2, "total_charge": 1, "relative_energy_ev": 2.397, "homo_energy_ev": [-11.52, -11.52], "orbital_gap_ev": [8.01, 3.25], "total_energy_ha": -288.62714}

---

2.
{"formula": "C2H4N2O4S", "method": "ωB97M-V/def2-TZVPD", "species": ["C", "C", "N", "N", "O", "O", "O", "O", "S", "H", "H", "H", "H"], "coordinates": [[-0.37, 0.45, 0.06], [-2.51, -0.46, -0.27], [1.94, 1.15, 0.49], [1.01, 0.27, -0.33], [-0.85, 1.38, 0.61], [2.14, -1.28, 1.44], [3.26, -0.74, -0.77], [-1.08, -0.54, -0.47], [2.32, -0.46, 0.30], [-2.84, 0.26, -0.99], [-2.60, -0.29, 0.76], [-2.99, -1.28, -0.64], [2.56, 1.53, -0.18]], "total_charge": 0, "relative_energy_ev": 0.669, "homo_energy_ev": -11.16, "orbital_gap_ev": 11.59, "total_energy_ha": -887.14976}

---

3.
{"formula": "H14O8Y", "method": "ωB97M-V/def2-TZVPD", "species": ["Y", "O", "H", "O", "H", "O", "H", "H", "O", "H", "H", "O", "H", "H", "O", "H", "H", "O", "H", "H", "O", "H", "H"], "coordinates": [[6.67, -4.03, 5.55], [8.19, -5.59, 5.55], [8.04, -6.30, 4.92], [7.57, -3.84, 7.65], [6.98, -3.11, 7.89], [9.74, -7.88, 4.51], [9.53, -6.96, 4.72], [9.52, -8.38, 5.30], [8.75, -2.75, 5.42], [8.86, -1.87, 5.79], [9.62, -2.99, 5.07], [7.41, -4.08, 3.35], [7.26, -3.87, 2.41], [8.31, -4.43, 3.39], [10.28, -4.81, 7.24], [11.17, -5.04, 6.92], [9.69, -5.02, 6.49], [7.99, -7.54, 7.60], [8.53, -8.30, 7.37], [8.04, -6.93, 6.83], [6.00, -6.60, 3.99], [5.68, -7.50, 4.15], [5.95, -6.49, 3.03]], "total_charge": 1, "relative_energy_ev": 3.811, "homo_energy_ev": -12.98, "orbital_gap_ev": 7.72, "total_energy_ha": -648.44340}

---

4.
{"formula": "C3H12N4O", "method": "ωB97M-V/def2-TZVPD", "species": ["C", "C", "N", "N", "H", "H", "H", "H", "H", "H", "H", "H", "N", "C", "O", "N", "H", "H", "H", "H"], "coordinates": [[-0.39, 1.24, 1.59], [-1.22, 2.00, -0.53], [-0.63, 1.00, 0.20], [-1.48, 0.04, -2.38], [-1.76, -0.49, -1.55], [-0.66, -0.50, -2.67], [-1.16, 1.47, -1.75], [0.46, 0.64, 1.92], [-0.22, 2.30, 1.82], [-1.27, 0.93, 2.17], [-1.07, 3.02, -0.14], [-2.30, 1.95, -0.68], [1.48, -0.53, -1.19], [1.41, -2.84, 1.37], [1.34, -1.79, -0.58], [1.54, -1.72, 0.81], [2.42, -0.19, -0.98], [0.80, 0.09, -0.72], [1.20, -3.76, 0.82], [1.53, -2.87, 2.45]], "total_charge": 0, "relative_energy_ev": 9.381, "homo_energy_ev": [-8.69, -9.25], "orbital_gap_ev": [7.80, 8.88], "total_energy_ha": -415.45216}